A | A 2-piece molecular cluster, C5H13N overall. Source: the OMol25 dataset; level of theory: ωB97M-V/def2-TZVPD.

The calculation puts the highest occupied orbital energy at -7.571 eV. The structure (SMILES) is C/C=C/CC.N. For the HOMO-LUMO gap, the calculation gives 0.291 hartree. As for the spin multiplicity: 1. The lowest unoccupied orbital energy comes out at 0.345 eV.

Last column: Mulliken charge in e.
Atoms and positions in Å:
C -0.463 0.561 -0.187  -0.65
C 0.248 0.687 -1.398  -0.08
C 0.539 -0.246 -2.490  -1.04
C 0.145 0.937 1.185  -0.06
C -0.967 0.808 2.193  -1.26
N 0.387 -1.829 0.657  -0.64
H 0.493 -1.066 -0.094  0.17
H -1.503 0.161 -0.143  0.35
H 0.549 1.784 -1.556  0.22
H 1.046 0.296 -3.512  0.26
H 1.503 -1.130 -2.744  0.25
H 1.301 -2.174 0.375  0.28
H 0.284 1.994 0.926  0.34
H 1.053 0.380 1.310  0.40
H -0.837 1.128 3.237  0.34
H -1.763 1.427 1.816  0.35
H -1.373 -0.239 2.353  0.24
H -0.364 -0.888 -2.409  0.29
H -0.279 -2.591 0.480  0.22

B | A 2-piece molecular cluster, C5H13N overall. Source: the OMol25 dataset; level of theory: ωB97M-V/def2-TZVPD.

The calculation puts the highest occupied orbital energy at -8.765 eV. The structure (SMILES) is C=CN.CCC. For the HOMO-LUMO gap, the calculation gives 0.359 hartree. As for the spin multiplicity: 1. The lowest unoccupied orbital energy comes out at 1.003 eV.

Last column: Mulliken charge in e.
Atoms and positions in Å:
C 2.542 1.133 2.750  -1.24
C 1.797 1.020 1.412  -0.14
C 2.649 1.403 0.187  -1.00
H 3.292 0.347 2.877  0.32
H 1.852 0.929 3.567  0.34
H 3.004 2.102 2.937  0.36
H 1.014 1.774 1.489  0.21
H 1.330 0.041 1.383  0.30
H 2.064 2.044 -0.464  0.29
H 3.513 1.975 0.509  0.31
H 2.951 0.536 -0.397  0.27
C -3.789 -2.573 -2.452  -0.80
C -3.285 -1.350 -2.424  0.09
N -2.377 -0.860 -1.456  -0.51
H -3.590 -3.335 -1.714  0.21
H -4.398 -2.898 -3.285  0.23
H -3.570 -0.640 -3.187  0.30
H -2.764 -0.056 -0.972  0.23
H -2.234 -1.591 -0.761  0.23

Energies relative to the most stable structure are A 0.1685; B 0.0000, reported in hartree.

A | A 2-piece molecular cluster, C5H13N overall. Source: the OMol25 dataset; level of theory: ωB97M-V/def2-TZVPD.

The calculation puts the highest occupied orbital energy at -9.439 eV. The structure (SMILES) is C=CC.CCN. For the HOMO-LUMO gap, the calculation gives 0.383 hartree. As for the spin multiplicity: 1. The lowest unoccupied orbital energy comes out at 0.994 eV.

Last column: Mulliken charge in e.
Atoms and positions in Å:
C -1.217 -0.182 2.498  -1.00
C -1.912 -1.278 1.746  0.09
C -2.578 -2.259 2.335  -0.68
H -0.744 0.545 1.839  0.26
H -1.775 0.388 3.238  0.32
H -0.406 -0.649 3.067  0.29
H -1.576 -1.368 0.714  0.24
H -3.184 -3.045 1.905  0.26
H -2.547 -2.289 3.427  0.22
C 1.067 0.940 -3.128  -1.11
C 1.349 1.255 -1.670  -0.05
N 2.746 1.037 -1.306  -0.62
H 1.190 -0.129 -3.319  0.30
H 0.036 1.184 -3.380  0.32
H 1.771 1.426 -3.804  0.32
H 0.985 2.266 -1.461  0.27
H 0.720 0.586 -1.075  0.11
H 3.335 1.482 -2.006  0.23
H 2.957 1.567 -0.465  0.24

B | A 3-piece molecular cluster, C5H13N overall. Source: the OMol25 dataset; level of theory: ωB97M-V/def2-TZVPD.

The calculation puts the highest occupied orbital energy at -7.428 eV. For the HOMO-LUMO gap, the calculation gives 0.307 hartree. As for the spin multiplicity: 1. The lowest unoccupied orbital energy comes out at 0.926 eV.

Last column: Mulliken charge in e.
Atoms and positions in Å:
C -0.352 0.499 -0.999  0.59
C -0.675 0.574 0.508  -0.62
C 0.208 -0.329 1.317  -0.31
C -0.561 -0.916 -1.538  -1.52
C 1.068 0.985 -1.285  -1.43
N -0.421 -1.316 1.918  -0.30
H -1.056 1.167 -1.510  0.29
H 0.095 -1.985 2.470  0.25
H -1.440 -1.381 1.991  0.21
H -0.498 1.594 0.857  0.31
H -1.749 0.369 0.653  0.44
H 1.427 0.320 2.026  -0.47
H 1.519 0.918 2.675  0.35
H 0.122 -1.610 -1.049  0.32
H -0.378 -0.951 -2.612  0.43
H -1.582 -1.257 -1.359  0.35
H 1.203 2.012 -0.944  0.38
H 1.792 0.359 -0.767  0.31
H 1.278 0.950 -2.353  0.41

C | A 2-piece molecular cluster, C5H13N overall. Source: the OMol25 dataset; level of theory: ωB97M-V/def2-TZVPD.

The calculation puts the highest occupied orbital energy at -8.612 eV. The structure (SMILES) is C=CN.CCC. For the HOMO-LUMO gap, the calculation gives 0.355 hartree. As for the spin multiplicity: 1. The lowest unoccupied orbital energy comes out at 1.038 eV.

Last column: Mulliken charge in e.
Atoms and positions in Å:
C -2.309 1.254 2.643  -1.16
C -1.173 0.582 1.897  -0.26
C -0.873 1.065 0.487  -0.87
H -2.134 1.102 3.737  0.31
H -3.263 0.851 2.329  0.30
H -2.276 2.357 2.611  0.34
H -1.392 -0.530 1.906  0.24
H -0.245 0.488 2.479  0.35
H 0.178 1.160 0.267  0.34
H -1.151 0.287 -0.268  0.03
H -1.647 1.796 0.212  0.37
C 3.218 -1.253 -2.441  -0.79
C 1.928 -1.110 -2.730  0.05
N 0.960 -1.180 -1.700  -0.47
H 3.489 -1.543 -1.445  0.24
H 4.072 -1.316 -3.098  0.27
H 1.566 -0.926 -3.738  0.27
H 1.061 -2.087 -1.266  0.20
H -0.012 -0.997 -1.884  0.25

Energies relative to the most stable structure are A 0.0000; B 0.0730; C 0.0107, reported in hartree.

A | A 2-piece molecular cluster, C5H13N overall. Source: the OMol25 dataset; level of theory: ωB97M-V/def2-TZVPD.

The calculation puts the highest occupied orbital energy at -9.747 eV. The structure (SMILES) is C=NC.CCC. For the HOMO-LUMO gap, the calculation gives 0.394 hartree. As for the spin multiplicity: 1. The lowest unoccupied orbital energy comes out at 0.962 eV.

Last column: Mulliken charge in e.
Atoms and positions in Å:
C -0.974 2.201 0.347  -0.88
C -0.304 2.413 1.803  -0.45
C 1.176 1.940 1.834  -0.97
H -0.595 3.016 -0.200  0.33
H -2.092 2.223 0.389  0.34
H -0.625 1.290 -0.041  0.08
H -0.827 1.875 2.504  0.34
H -0.703 3.369 2.093  0.37
H 1.894 2.493 2.537  0.29
H 1.192 0.811 1.896  0.24
H 1.596 2.108 0.867  0.32
C 0.482 -2.376 -2.413  -0.71
C -0.539 -2.025 -0.430  -0.04
N 0.130 -2.829 -1.137  -0.35
H -0.408 -1.776 -2.982  0.27
H 0.518 -3.228 -3.142  0.27
H 1.514 -1.911 -2.596  0.24
H -0.697 -2.413 0.672  0.26
H -0.714 -0.971 -0.882  0.07

B | One molecule with the formula C5H13N. Source: the OMol25 dataset; level of theory: ωB97M-V/def2-TZVPD.

The calculation puts the highest occupied orbital energy at -9.236 eV. The structure (SMILES) is CC(C)CCN. For the HOMO-LUMO gap, the calculation gives 0.382 hartree. As for the spin multiplicity: 1. The lowest unoccupied orbital energy comes out at 1.168 eV.

Last column: Mulliken charge in e.
Atoms and positions in Å:
C -0.644 -0.660 -0.127  0.83
C 0.722 -0.186 -0.634  -0.92
C 1.755 0.093 0.465  -0.51
C -1.311 0.359 0.793  -1.53
C -1.554 -0.952 -1.320  -1.57
N 1.851 1.525 0.717  -0.65
H -0.500 -1.590 0.435  0.21
H 0.967 1.883 1.060  0.23
H 2.552 1.706 1.429  0.22
H 1.115 -0.949 -1.308  0.33
H 0.596 0.731 -1.212  0.42
H 2.744 -0.227 0.125  0.39
H 1.508 -0.494 1.365  0.31
H -1.718 -0.048 -1.904  0.36
H -2.520 -1.325 -0.982  0.40
H -1.108 -1.703 -1.969  0.38
H -0.734 0.506 1.703  0.33
H -1.417 1.315 0.284  0.33
H -2.302 0.015 1.081  0.43

C | One molecule with the formula C5H13N. Source: the OMol25 dataset; level of theory: ωB97M-V/def2-TZVPD.

The calculation puts the highest occupied orbital energy at -8.225 eV. The structure (SMILES) is CCN(C)CC. For the HOMO-LUMO gap, the calculation gives 0.345 hartree. As for the spin multiplicity: 1. The lowest unoccupied orbital energy comes out at 1.172 eV.

Last column: Mulliken charge in e.
Atoms and positions in Å:
C -0.959 -0.771 -2.134  -1.03
C 0.075 -0.587 -0.814  -0.72
N -0.355 0.099 0.379  -0.07
C 0.737 0.484 1.189  -0.38
C 1.478 1.761 0.458  -1.10
C -1.335 -0.626 1.204  -0.92
H -1.242 0.090 -2.736  0.30
H -1.821 -1.369 -1.849  0.31
H -0.145 -1.364 -2.774  0.28
H 0.371 -1.590 -0.501  0.41
H 0.876 -0.025 -1.169  0.42
H 0.330 0.681 2.222  0.37
H 1.492 -0.380 1.388  0.24
H 1.586 2.397 1.325  0.32
H 2.526 1.558 0.046  0.27
H 1.013 2.165 -0.418  0.36
H -1.376 -0.260 2.314  0.30
H -2.274 -0.597 0.674  0.28
H -0.979 -1.664 1.195  0.36

D | One molecule with the formula C5H13N. Source: the OMol25 dataset; level of theory: ωB97M-V/def2-TZVPD.

The calculation puts the highest occupied orbital energy at -9.275 eV. The structure (SMILES) is CC[C@H](C)CN. For the HOMO-LUMO gap, the calculation gives 0.383 hartree. As for the spin multiplicity: 1. The lowest unoccupied orbital energy comes out at 1.134 eV.

Last column: Mulliken charge in e.
Atoms and positions in Å:
C 0.859 2.319 -0.132  -1.30
C 0.019 1.075 -0.455  -0.64
C -0.226 0.040 0.669  0.64
C 1.120 -0.588 0.932  -1.25
C -1.230 -0.965 0.057  -0.63
H 1.906 2.309 0.198  0.33
H 0.827 3.170 -0.953  0.31
H 0.396 2.935 0.666  0.32
H -0.897 1.515 -1.030  0.26
H 0.589 0.518 -1.217  0.22
H -0.753 0.517 1.603  0.29
H 0.940 -1.447 1.644  0.39
H 1.680 -0.842 0.001  0.26
H 1.697 0.149 1.683  0.32
H -1.821 -1.519 0.948  0.38
H -1.992 -0.325 -0.490  0.28
H -0.590 -1.553 -1.837  0.20
H -1.054 -2.866 -0.941  0.19
N -0.597 -1.978 -0.956  -0.56

Energies relative to the most stable structure are A 0.1007; B 0.0000; C 0.0793; D 0.0568, reported in hartree.

A | A 2-piece molecular cluster, C4H13NOS overall. Source: the OMol25 dataset; level of theory: ωB97M-V/def2-TZVPD.

The calculation puts the highest occupied orbital energy (alpha / beta) at -13.797 / -13.783 eV. As for the expectation value of S²: 0.75. The total charge is +1. For the HOMO-LUMO gap (alpha / beta), the calculation gives 0.407 / 0.220 hartree. As for the spin multiplicity: 2. The lowest unoccupied orbital energy (alpha / beta) comes out at -2.725 / -7.805 eV.

Last column: Mulliken spin population.
Atoms and positions in Å:
C -1.146 -1.506 -0.399  0.01
C -1.036 -0.341 0.593  0.05
C 0.261 -0.418 1.431  -0.02
S 0.762 1.101 2.203  0.89
C 0.891 2.283 0.889  -0.04
N 0.081 -1.708 -1.162  0.01
H -1.937 -1.219 -1.092  0.00
H -1.420 -2.386 0.141  0.00
H -1.892 -0.334 1.272  0.00
H -1.017 0.589 0.026  0.00
H 1.058 -0.636 0.715  0.06
H 0.245 -1.194 2.197  -0.02
H 0.234 2.147 0.029  0.01
H 0.590 3.228 1.347  0.01
H 1.909 2.279 0.497  0.06
H -0.111 -1.984 -2.096  0.00
H 0.720 -2.353 -0.718  0.00
H 0.560 0.111 -1.568  0.00
H 0.583 1.261 -2.624  0.00
O 0.665 1.079 -1.685  0.00

B | A 2-piece molecular cluster, C4H13NOS overall. Source: the OMol25 dataset; level of theory: ωB97M-V/def2-TZVPD.

The calculation puts the highest occupied orbital energy (alpha / beta) at -13.382 / -13.382 eV. As for the expectation value of S²: 0.75. The total charge is +1. For the HOMO-LUMO gap (alpha / beta), the calculation gives 0.374 / 0.199 hartree. As for the spin multiplicity: 2. The lowest unoccupied orbital energy (alpha / beta) comes out at -3.217 / -7.970 eV.

Last column: Mulliken spin population.
Atoms and positions in Å:
C 1.749 0.583 0.111  0.01
N 0.353 0.156 -0.060  0.77
C -0.812 0.613 0.678  -0.01
C -1.015 0.083 2.078  0.11
S -1.795 -1.615 2.015  0.01
C 2.122 1.125 1.503  0.07
H 2.296 -0.306 -0.175  0.00
H 1.824 1.418 -0.603  0.04
H 0.299 -0.867 -0.140  -0.02
H -1.707 0.433 0.072  0.01
H -0.697 1.694 0.756  0.00
H -0.161 0.364 2.721  0.00
H -1.769 0.761 2.498  0.00
H -0.562 -2.108 2.311  0.00
H 1.286 1.675 1.974  0.00
H 2.406 0.315 2.176  0.00
H 2.927 1.894 1.442  0.00
H -2.951 -2.335 -6.341  0.00
H -1.598 -1.834 -6.148  0.00
O -2.195 -2.050 -6.870  0.00

Energies relative to the most stable structure are A 0.0000; B 0.0490, reported in hartree.